1.
{"formula": "C33H42N2O5", "method": "ωB97M-V with the def2-TZVPD basis set", "species": ["C", "C", "O", "C", "C", "C", "O", "C", "C", "C", "C", "C", "O", "H", "H", "H", "H", "H", "H", "H", "H", "H", "H", "H", "H", "H", "H", "H", "C", "O", "C", "C", "C", "C", "C", "C", "C", "N", "C", "C", "C", "C", "C", "C", "C", "C", "C", "O", "N", "C", "C", "C", "C", "C", "C", "H", "H", "H", "H", "H", "H", "H", "H", "H", "H", "H", "H", "H", "H", "H", "H", "H", "H", "H", "H", "H", "H", "H", "H", "H", "H", "H"], "coordinates": [[4.1031, -0.7036, 3.9511], [3.0692, 0.3828, 3.8840], [2.0037, -0.0811, 3.0181], [1.1463, 0.9159, 2.6639], [-0.1645, 0.3966, 2.1990], [-1.1914, 1.4322, 2.2238], [-1.1445, 2.4916, 1.5734], [-2.4313, 1.2198, 3.1311], [-3.4883, 0.3574, 2.4405], [-2.9507, -0.9261, 1.7883], [-1.8184, -1.5694, 2.5981], [-0.4007, -1.0683, 2.2466], [1.4746, 2.0938, 2.6978], [4.9558, -0.3597, 4.5411], [3.6769, -1.5917, 4.4289], [4.4685, -0.9708, 2.9527], [2.6269, 0.5874, 4.8704], [3.4879, 1.3137, 3.4828], [-2.1138, 0.7973, 4.0985], [-2.8497, 2.2227, 3.3000], [-4.2615, 0.0716, 3.1699], [-3.9986, 0.9601, 1.6752], [-3.7801, -1.6488, 1.6933], [-2.6115, -0.7253, 0.7625], [-1.9750, -1.4233, 3.6749], [-1.8486, -2.6538, 2.4275], [-0.0970, -1.5233, 1.2829], [0.3058, -1.4929, 2.9783], [6.1461, -2.1110, -2.3245], [5.8587, -1.3786, -1.1086], [4.5907, -0.9650, -0.8248], [4.4718, 0.1500, 0.0455], [3.2380, 0.7106, 0.2889], [2.0596, 0.2086, -0.3211], [0.8188, 0.9643, -0.2676], [-0.0046, 1.1047, -1.3876], [-1.1471, 1.9090, -1.4380], [-1.6607, 2.4632, -2.5585], [-2.6009, 3.5991, -2.4790], [-3.9091, 3.2504, -1.7590], [-4.9736, 4.3158, -1.9129], [-6.2877, 3.9535, -2.2189], [-7.2335, 4.9425, -2.5026], [-6.8891, 6.2960, -2.4157], [-5.5941, 6.6499, -2.0231], [-4.6443, 5.6646, -1.7556], [-2.7417, 4.0026, -3.9470], [-3.4168, 4.9151, -4.4153], [-1.9509, 3.1522, -4.6758], [-1.7326, 3.3826, -6.0839], [-1.0365, 2.3448, -3.8836], [0.3718, 2.9671, -3.9100], [-1.0180, 0.9120, -4.4455], [2.1761, -0.9724, -1.0930], [3.4100, -1.5672, -1.3340], [7.2059, -2.3462, -2.2220], [5.5557, -3.0337, -2.4040], [5.9860, -1.4845, -3.2134], [5.3937, 0.5843, 0.4413], [3.1609, 1.6188, 0.8915], [0.7020, 1.7294, 0.4966], [0.3360, 0.6145, -2.3033], [-1.6519, 2.1875, -0.5103], [-2.1168, 4.4452, -1.9476], [-4.2849, 2.2877, -2.1463], [-3.6872, 3.1275, -0.6823], [-6.5382, 2.8922, -2.2798], [-8.2380, 4.6553, -2.8096], [-7.6214, 7.0738, -2.6435], [-5.3009, 7.6944, -1.9483], [-3.6293, 5.9317, -1.4575], [-2.5152, 4.0536, -6.4450], [-0.7437, 3.8276, -6.2701], [-1.7878, 2.4277, -6.6156], [0.2848, 4.0594, -3.8276], [0.9866, 2.5960, -3.0854], [0.8559, 2.7122, -4.8624], [-2.0002, 0.6816, -4.8779], [-0.2611, 0.8574, -5.2375], [-0.7965, 0.1607, -3.6865], [1.2728, -1.4210, -1.5220], [3.4694, -2.4650, -1.9568]], "relative_energy_kcal_mol": 7.8, "homo_ev": -6.3, "spin_multiplicity": 1, "gap_ev": 5.30}

2.
{"formula": "C33H42N5OOsPS2", "method": "ωB97M-V with the def2-TZVPD basis set", "species": ["Os", "S", "C", "C", "N", "C", "S", "C", "N", "C", "C", "C", "C", "C", "C", "N", "N", "C", "C", "C", "C", "C", "N", "H", "H", "H", "H", "H", "H", "H", "H", "H", "O", "P", "C", "C", "C", "C", "C", "C", "C", "C", "C", "C", "C", "C", "C", "C", "C", "C", "C", "C", "H", "H", "H", "H", "H", "H", "H", "H", "H", "H", "H", "H", "H", "H", "H", "H", "H", "H", "H", "H", "H", "H", "H", "H", "H", "H", "H", "H", "H", "H", "H", "H", "H"], "coordinates": [[0.1077, 0.3361, -0.3442], [1.6463, -1.3265, -0.4626], [1.5710, -2.1248, 0.9915], [2.3767, -3.3023, 1.1288], [3.0119, -4.2515, 1.2434], [0.7650, -1.6822, 2.0491], [-0.2238, -0.3747, 1.8689], [0.7982, -2.3397, 3.3226], [0.8253, -2.8515, 4.3498], [0.1365, -0.0186, -6.0630], [0.0658, 1.3415, -5.7760], [0.2152, 1.7837, -4.4766], [0.4105, 0.8514, -3.4592], [0.4599, -0.5052, -3.7318], [0.3420, -0.9365, -5.0439], [0.6131, 1.2955, -2.1063], [1.1307, 2.4341, -2.0254], [1.4556, 2.8288, -0.7255], [2.1041, 4.0293, -0.5324], [2.5227, 4.3611, 0.7468], [2.2793, 3.4704, 1.7790], [1.6087, 2.2895, 1.5189], [1.1785, 1.9673, 0.2857], [0.0331, -0.3621, -7.0834], [-0.0930, 2.0576, -6.5704], [0.1703, 2.8362, -4.2368], [0.6202, -1.2149, -2.9331], [0.4258, -1.9903, -5.2743], [2.2814, 4.6655, -1.3880], [3.0421, 5.2911, 0.9323], [2.6068, 3.6781, 2.7876], [1.4121, 1.5838, 2.3108], [-1.4481, -0.9197, -0.8927], [-2.9574, -1.1145, -1.2246], [-3.8451, -1.9459, 0.1083], [-3.3535, -3.3932, 0.3548], [-2.2571, -3.4015, 1.4161], [-2.8403, -3.0004, 2.7782], [-3.9623, -1.9565, 2.6386], [-3.7742, -1.0883, 1.3961], [-3.7211, 0.5230, -1.3919], [-3.0258, 1.3277, -2.5210], [-3.9703, 1.5904, -3.6924], [-5.1767, 2.4140, -3.2358], [-5.7503, 1.9043, -1.8959], [-5.2502, 0.4981, -1.5667], [-3.1074, -2.0609, -2.7581], [-1.9360, -3.0613, -2.9397], [-2.3372, -4.2177, -3.8683], [-3.2786, -3.7315, -4.9669], [-4.6111, -3.2368, -4.3728], [-4.4561, -2.7872, -2.9131], [-4.8784, -1.9760, -0.2521], [-3.0112, -3.8598, -0.5666], [-4.1963, -3.9922, 0.7064], [-1.4833, -2.6939, 1.1020], [-1.7860, -4.3829, 1.4771], [-2.0503, -2.6198, 3.4341], [-3.2365, -3.8891, 3.2703], [-4.0037, -1.3209, 3.5226], [-4.9331, -2.4522, 2.5676], [-2.7986, -0.5883, 1.4613], [-4.5332, -0.3051, 1.3723], [-3.4997, 0.9879, -0.4221], [-2.1394, 0.8002, -2.8763], [-2.6912, 2.2938, -2.1289], [-4.3007, 0.6393, -4.1210], [-3.4362, 2.1170, -4.4841], [-5.9427, 2.3936, -4.0107], [-4.8722, 3.4567, -3.1291], [-6.8388, 1.8973, -1.9277], [-5.4661, 2.5750, -1.0807], [-5.5363, -0.1759, -2.3744], [-5.7312, 0.1406, -0.6553], [-3.0464, -1.2988, -3.5464], [-1.6040, -3.4603, -1.9791], [-1.0902, -2.5326, -3.3644], [-2.8278, -5.0099, -3.2973], [-1.4377, -4.6571, -4.3011], [-3.4664, -4.5343, -5.6784], [-2.7898, -2.9288, -5.5285], [-5.3592, -4.0286, -4.4172], [-4.9991, -2.4087, -4.9696], [-4.4807, -3.6555, -2.2525], [-5.2976, -2.1559, -2.6335]], "relative_energy_kcal_mol": 4.9, "homo_ev": [-14.8, -14.8], "spin_multiplicity": 1, "total_charge": 2, "gap_ev": [5.87, 5.88]}

3.
{"formula": "C33H43AlCsF5IK2N5NaO7P", "method": "ωB97M-V with the def2-TZVPD basis set", "species": ["C", "C", "I", "C", "C", "C", "N", "C", "C", "C", "C", "C", "C", "C", "C", "C", "N", "C", "C", "N", "H", "H", "H", "H", "H", "H", "H", "H", "H", "H", "H", "H", "H", "H", "H", "H", "H", "H", "H", "H", "H", "H", "Cs", "F", "C", "C", "C", "C", "C", "C", "H", "H", "H", "H", "H", "O", "P", "O", "O", "O", "Na", "K", "K", "N", "C", "C", "C", "C", "H", "H", "H", "H", "H", "F", "Al", "F", "F", "F", "C", "O", "C", "O", "O", "C", "H", "H", "H", "H", "H", "H", "N", "C", "C", "C", "C", "H", "H", "H", "H", "H"], "coordinates": [[2.4014, 2.0586, 4.0959], [2.9980, 2.9440, 2.8806], [4.2943, 4.4645, 3.7570], [3.8880, 2.0655, 1.8606], [2.9274, 1.5619, 0.6570], [2.4118, 2.6244, -0.3502], [1.5686, 2.3670, -1.5209], [1.2940, 0.9385, -1.5851], [0.4230, 0.4398, -2.8157], [0.0416, -1.0324, -3.0589], [0.5027, -2.1280, -2.0102], [0.0713, -3.6346, -2.3112], [0.8419, -4.7421, -1.4453], [1.5252, -5.9086, -2.3335], [2.5299, -5.3441, -3.4566], [3.9210, -6.1996, -3.4459], [3.7202, -7.5781, -4.0341], [1.3482, -1.6399, -0.8141], [1.7650, -0.1297, -0.5698], [2.5925, 0.1710, 0.5726], [1.9823, 2.7970, 4.8603], [1.5684, 1.3451, 3.7670], [3.2884, 1.4980, 4.5749], [2.1643, 3.4318, 2.2430], [4.4548, 1.1998, 2.3434], [4.6977, 2.7482, 1.3886], [2.7306, 3.7402, -0.1547], [0.0831, 1.2232, -3.5837], [-0.5621, -1.3407, -3.9727], [0.2790, -3.8159, -3.4369], [-1.0729, -3.6901, -2.2050], [0.0255, -5.2616, -0.7832], [1.6341, -4.3335, -0.7287], [0.7447, -6.5712, -2.8408], [2.1716, -6.5350, -1.6027], [2.7110, -4.2049, -3.4105], [2.0405, -5.5654, -4.4803], [4.3463, -6.3002, -2.3797], [4.7576, -5.7096, -4.0959], [4.6411, -8.0463, -4.1007], [3.4005, -7.4897, -5.0177], [1.7230, -2.3897, -0.0267], [3.1054, 3.9749, -2.8352], [8.8564, -8.8443, 1.6787], [7.7705, -8.7221, 0.9040], [7.5772, -7.5543, 0.1822], [6.4521, -7.4295, -0.6262], [5.5272, -8.4698, -0.6954], [5.7294, -9.6360, 0.0379], [6.8599, -9.7657, 0.8379], [8.3031, -6.7526, 0.2550], [6.2949, -6.5226, -1.2015], [4.6465, -8.3701, -1.3237], [5.0066, -10.4436, -0.0138], [7.0379, -10.6696, 1.4085], [-0.3570, 6.5334, -3.7844], [-1.8316, 6.8634, -4.0199], [-2.5414, 5.6530, -4.6341], [-1.9489, 8.0556, -4.9748], [-2.4783, 7.1947, -2.6733], [0.1442, -5.4261, 1.2274], [6.4099, -4.6235, -4.3389], [3.9961, -2.5481, -3.1527], [-4.1622, 6.5373, -0.5185], [-3.8089, 5.2305, -0.3198], [-4.2572, 4.8486, 0.9208], [-4.9145, 5.9677, 1.4921], [-4.8416, 6.9961, 0.5775], [-3.9530, 7.0781, -1.3497], [-3.2666, 4.6854, -1.0776], [-4.1263, 3.8711, 1.3657], [-5.3876, 6.0170, 2.4623], [-5.2119, 8.0100, 0.6149], [-3.3086, -0.6170, 2.6407], [-4.3202, 0.5812, 1.8007], [-3.6898, 0.8392, 0.1604], [-4.2890, 2.1120, 2.6960], [-5.9899, -0.0181, 1.7067], [-12.2221, 1.4392, 2.9253], [-11.5739, 0.1750, 2.8126], [-10.2449, 0.2156, 3.0320], [-9.6029, 1.1996, 3.3034], [-9.7631, -1.0303, 2.8960], [-8.3513, -1.1414, 3.1017], [-13.2848, 1.2880, 2.7295], [-12.1106, 1.8413, 3.9350], [-11.8307, 2.1406, 2.1847], [-8.0857, -0.8425, 4.1186], [-7.8059, -0.5453, 2.3693], [-8.0755, -2.1885, 2.9673], [2.1513, 7.8218, 2.4520], [2.4043, 8.0940, 1.1330], [1.4027, 8.9114, 0.6686], [0.5157, 9.1460, 1.7478], [1.0041, 8.4639, 2.8356], [2.7205, 7.2407, 3.0467], [3.2724, 7.6819, 0.6402], [1.3183, 9.2984, -0.3363], [-0.3808, 9.7478, 1.7310], [0.6345, 8.3791, 3.8464]], "homo_ev": -5.3, "spin_multiplicity": 1, "gap_ev": 2.05}